Formula: C7H10ClFO2S
Source: the OMol25 dataset
Level of theory: ωB97M-V/def2-TZVPD

calculated total energy: -1381.147609 hartree
LUMO level (spin up / spin down): -2.756 / -0.095 eV
frontier orbital gap (spin up / spin down): 4.7 / 9.4 eV
E_HOMO (spin up / spin down): -7.43 / -9.54 eV
charge: 0
energy relative to the best compared isomer or geometry (same formula, charge and spin): 120.3 kcal/mol

Geometry (Å):
C 0.64 -0.68 -2.01
C 0.24 -0.07 -0.78
C 0.09 -0.31 -3.16
C 0.96 -0.18 0.34
C 0.38 -0.94 -4.48
C -1.43 0.00 4.45
C 0.10 1.92 2.22
O -1.13 -0.35 2.08
O 1.13 -0.33 2.85
F 1.32 2.37 1.68
S 0.24 0.22 1.94
Cl -1.18 2.52 1.13
H 1.47 -1.32 -1.80
H -0.80 0.48 -0.64
H -0.63 0.44 -3.20
H 1.84 -0.62 0.57
H -0.59 -1.39 -4.88
H 0.98 -1.73 -4.39
H 0.65 -0.10 -5.04
H -2.44 0.21 4.16
H -1.11 -0.96 4.70
H -0.73 0.82 4.26

Atom charges from the Löwdin analysis, given in e for atoms 1 to 8: atom 1 (C): -0.1091, atom 2 (C): -0.1307, atom 3 (C): -0.1170, atom 4 (C): -0.1318, atom 5 (C): -0.0650, atom 6 (C): 0.1013, atom 7 (C): -0.6088, atom 8 (O): -0.3780

=====

Formula: C8H15NO2Zn
Source: the OMol25 dataset
Level of theory: ωB97M-V/def2-TZVPD

calculated total energy: -2297.437305 hartree
LUMO level: -13.153 eV
frontier orbital gap: 2.8 eV
E_HOMO: -15.92 eV
charge: +2

Geometry (Å):
C 1.63 1.68 0.08
C 2.57 0.42 -0.30
C 1.59 -0.73 -0.91
C 0.76 -1.47 0.26
N -0.55 -2.01 -0.16
C -1.66 -1.04 -0.04
C -1.96 -0.33 1.37
O -2.62 0.91 0.94
C -2.30 1.32 -0.41
O -2.32 2.45 -0.91
C -1.94 0.00 -1.25
H 1.57 2.34 -0.85
H 0.57 1.32 0.34
H 2.08 2.27 1.00
H 3.28 0.76 -1.14
H 3.18 0.06 0.59
H 2.32 -1.49 -1.39
H 0.91 -0.33 -1.73
H 0.73 -0.77 1.16
H 1.40 -2.37 0.58
H -0.77 -2.92 0.27
H -2.57 -1.73 -0.14
H -1.07 0.11 1.96
H -2.73 -0.89 2.02
H -2.98 -0.31 -1.64
H -1.21 0.05 -2.12
Zn 2.09 2.69 2.42

Atom charges from the Löwdin analysis, given in e for atoms 1 to 8: atom 1 (C): -0.1044, atom 2 (C): -0.1847, atom 3 (C): -0.1280, atom 4 (C): -0.1873, atom 5 (N): 0.0676, atom 6 (C): -0.2529, atom 7 (C): -0.0589, atom 8 (O): -0.0371

=====

Formula: C9H16OS
Source: the OMol25 dataset
Level of theory: ωB97M-V/def2-TZVPD

calculated total energy: -825.872286 hartree
LUMO level: 0.812 eV
frontier orbital gap: 9.3 eV
E_HOMO: -8.47 eV
charge: 0
energy relative to the best compared isomer or geometry (same formula, charge and spin): 4.1 kcal/mol

Geometry (Å):
C 0.88 -1.49 -0.31
C 1.12 -0.19 -1.06
C -1.69 -1.70 0.43
C -2.19 -0.98 -0.76
C -0.23 -1.03 0.77
C -0.33 0.39 0.65
C 0.96 0.91 -0.03
C 0.72 2.22 -0.59
C 2.01 0.94 1.05
O -2.97 1.06 0.62
S -1.94 0.82 -0.34
H 0.53 -2.15 -1.17
H 1.68 -1.95 0.29
H 2.16 -0.18 -1.45
H 0.29 -0.24 -1.77
H -2.37 -1.53 1.27
H -1.60 -2.71 0.28
H -1.48 -1.14 -1.61
H -3.30 -1.14 -1.01
H 0.05 -1.33 1.72
H -0.72 0.91 1.51
H 0.42 2.94 0.18
H -0.24 2.08 -1.26
H 1.56 2.69 -1.28
H 1.69 1.70 1.71
H 3.02 1.12 0.58
H 1.98 -0.02 1.58

Atom charges from the Löwdin analysis, given in e for atoms 1 to 8: atom 1 (C): -0.1212, atom 2 (C): -0.1565, atom 3 (C): -0.1801, atom 4 (C): -0.3018, atom 5 (C): -0.2604, atom 6 (C): -0.3361, atom 7 (C): -0.6342, atom 8 (C): -0.1026